{"formula": "C36H53CrN4O2S5", "method": "ωB97M-V/def2-TZVPD", "de_lowest_kcal_mol": 14.66, "lumo_energy_ev": [1.91, 0.43], "gap_ev": [5.35, 4.30], "homo_energy_ev": [-3.44, -3.88], "multiplicity": 5, "total_charge": -1, "max_force_ha_per_bohr": 0.01615, "elements": ["Cr", "C", "C", "C", "C", "C", "C", "C", "N", "C", "C", "C", "C", "C", "C", "O", "C", "C", "C", "C", "C", "C", "C", "C", "C", "O", "C", "C", "C", "C", "C", "C", "H", "H", "H", "H", "H", "H", "H", "H", "H", "H", "H", "H", "H", "H", "H", "H", "H", "H", "H", "H", "H", "H", "H", "H", "H", "H", "H", "H", "H", "H", "H", "H", "H", "H", "H", "H", "H", "H", "H", "H", "S", "C", "S", "C", "C", "S", "S", "S", "C", "N", "C", "C", "N", "N", "C", "C", "H", "H", "H", "H", "H", "H", "H", "H", "H", "H", "H", "H", "H"], "coordinates": [[0.2587, -0.1627, -0.3876], [-6.9051, -0.9709, 1.3306], [-5.7560, -1.2484, 2.3131], [-6.0493, -2.5525, 3.0689], [-5.7208, -0.1114, 3.3375], [-4.4361, -1.3640, 1.5440], [-3.4192, -0.4169, 1.6826], [-2.2479, -0.5260, 0.9388], [-1.1615, 0.3361, 0.8952], [-0.7039, 1.1767, 1.9149], [-1.4419, 1.9948, 2.7626], [-0.8036, 2.7444, 3.7532], [0.5797, 2.6537, 3.8561], [1.3636, 1.8572, 3.0120], [0.7049, 1.1196, 2.0275], [1.3309, 0.3314, 1.1332], [2.8906, 1.7913, 3.1394], [3.4153, 2.6310, 4.3064], [3.5332, 2.3150, 1.8480], [3.3358, 0.3392, 3.3717], [-1.5754, 3.6776, 4.6919], [-1.2609, 3.3359, 6.1571], [-3.0885, 3.5579, 4.5004], [-1.1702, 5.1346, 4.4205], [-2.0217, -1.6813, 0.1482], [-0.7867, -1.7929, -0.3761], [-3.0486, -2.6055, -0.0566], [-4.2475, -2.4088, 0.6483], [-2.8928, -3.7458, -1.0722], [-1.6123, -4.5587, -0.8307], [-4.0630, -4.7343, -1.0426], [-2.8288, -3.1190, -2.4744], [-7.8528, -0.8400, 1.8668], [-7.0224, -1.7944, 0.6217], [-6.7006, -0.0614, 0.7595], [-6.9798, -2.4611, 3.6414], [-5.2360, -2.7796, 3.7630], [-6.1531, -3.3984, 2.3868], [-6.6579, -0.0993, 3.9015], [-5.6090, 0.8627, 2.8537], [-4.8977, -0.2396, 4.0450], [-3.5343, 0.4112, 2.3647], [-2.5081, 2.0814, 2.6133], [1.0736, 3.2325, 4.6269], [3.1851, 3.6925, 4.1788], [4.5038, 2.5284, 4.3563], [2.9999, 2.2965, 5.2612], [3.2487, 3.3567, 1.6727], [3.2048, 1.7212, 0.9936], [4.6269, 2.2589, 1.9131], [2.8966, -0.0474, 4.2962], [4.4276, 0.2905, 3.4606], [3.0198, -0.3002, 2.5478], [-1.5235, 2.2959, 6.3685], [-1.8332, 3.9835, 6.8315], [-0.2004, 3.4669, 6.3826], [-3.4306, 2.5321, 4.6683], [-3.3941, 3.8626, 3.4958], [-3.5996, 4.2083, 5.2164], [-0.1038, 5.2854, 4.6086], [-1.7343, 5.8225, 5.0627], [-1.3657, 5.3947, 3.3765], [-5.0562, -3.1155, 0.5103], [-1.6534, -5.0549, 0.1442], [-0.7319, -3.9208, -0.8430], [-1.5144, -5.3296, -1.6031], [-4.1984, -5.1584, -0.0444], [-3.8535, -5.5543, -1.7368], [-5.0027, -4.2706, -1.3531], [-1.9668, -2.4493, -2.5417], [-3.7327, -2.5355, -2.6738], [-2.7360, -3.8964, -3.2440], [6.4590, 2.0553, -3.7852], [5.0840, 1.5787, -3.0418], [4.6862, -0.0748, -2.7282], [3.1216, 0.1562, -1.9843], [2.6999, 1.4984, -1.9072], [1.2426, 2.0584, -1.3143], [3.8488, 2.6686, -2.5254], [2.2972, -1.2143, -1.4564], [-1.7397, 2.8425, -3.7712], [-1.8666, 1.5950, -3.0353], [-2.3652, 1.7413, -1.6753], [-1.0605, 0.5297, -3.3433], [-0.4913, -0.1814, -2.4350], [-0.9087, 0.2811, -4.7032], [0.1132, -0.6801, -5.0733], [-2.1219, 0.1763, -5.5113], [-1.1883, 3.5777, -3.1747], [-2.7268, 3.2532, -3.9957], [-1.2017, 2.6817, -4.7006], [-3.2938, 2.3142, -1.7121], [-1.6596, 2.2660, -1.0251], [-2.5747, 0.7684, -1.2433], [-0.1080, -1.0451, -2.7944], [1.0487, -0.4535, -4.5608], [0.2816, -0.6100, -6.1477], [-0.1750, -1.7150, -4.8423], [-2.8651, 0.8917, -5.1750], [-2.5590, -0.8284, -5.4453], [-1.8790, 0.3814, -6.5555]], "mulliken_spin": [3.0386, -0.0008, -0.0004, -0.0004, -0.0003, 0.0007, -0.0035, 0.0692, -0.0498, 0.0024, -0.0073, 0.0070, -0.0032, 0.0047, 0.0511, -0.0389, -0.0062, 0.0001, 0.0310, -0.0005, -0.0003, 0.0009, -0.0002, 0.0004, -0.0632, -0.0086, -0.0021, 0.0085, 0.0005, 0.0007, -0.0006, -0.0057, 0.0001, 0.0003, 0.0003, 0.0001, 0.0001, 0.0001, 0.0000, 0.0001, 0.0003, 0.0051, 0.0019, 0.0017, 0.0000, 0.0000, -0.0001, -0.0009, -0.0060, -0.0007, 0.0002, 0.0001, 0.0034, 0.0001, 0.0000, 0.0000, 0.0003, 0.0001, 0.0000, -0.0002, 0.0000, 0.0002, 0.0033, -0.0003, 0.0006, 0.0000, -0.0001, 0.0001, -0.0001, 0.0070, 0.0001, 0.0003, 0.1062, 0.0075, -0.0114, 0.1468, 0.0803, 0.3740, -0.0229, 0.2780, 0.0058, 0.0060, 0.0186, -0.0086, -0.0258, -0.0011, 0.0060, -0.0006, 0.0014, -0.0006, -0.0011, 0.0028, -0.0003, 0.0018, -0.0012, -0.0028, 0.0001, -0.0004, 0.0002, 0.0005, -0.0001]}